Entry from the Open Molecules 2025 dataset: a structure of composition C41H44F6N9PS3SbTi (the ωB97M-V functional and the def2-TZVPD basis).

Output
- HOMO level (eV) = -15.447
- lowest unoccupied orbital energy (eV) = -8.94
- total charge = +3
- F_max (eV/Å) = 0.9
- orbital gap (Eh) = 0.2391

XYZ file:
```
106
Properties=species:S:1:pos:R:3:forces:R:3
Ti -1.2155 0.5411 0.7410 0.1 -0.9 -0.1
S -1.4345 -1.2164 -1.0569 0.0 0.2 0.1
C 0.1869 -1.2886 -1.6013 0.0 -0.1 0.0
N 0.5456 -1.2300 -2.8426 0.0 0.0 0.1
C 1.9587 -1.3885 -3.2220 0.0 0.0 0.0
C 2.6335 -2.3519 -2.2833 0.0 0.0 -0.1
N 2.4146 -1.9115 -0.8969 -0.1 0.0 0.0
C 3.5188 -2.1905 0.0527 0.0 0.0 0.1
C 3.7675 -3.6731 0.1310 0.0 0.0 0.0
C 4.9331 -4.2162 -0.3929 0.0 0.0 0.0
C 5.1511 -5.5861 -0.3310 0.0 0.0 0.0
C 4.2007 -6.4122 0.2469 0.0 0.0 0.0
C 3.0322 -5.8724 0.7716 0.0 0.0 0.0
C 2.8172 -4.5062 0.7166 0.0 0.0 0.0
C 1.2516 -1.4460 -0.5460 0.0 0.0 0.0
S 0.8280 -1.0468 1.0422 -0.2 0.2 0.0
C -0.3798 -1.0062 -3.9756 -0.1 0.0 0.0
C -0.4933 -2.2563 -4.8095 0.0 0.0 0.0
C -0.9495 -3.4419 -4.2385 0.0 0.0 0.0
C -1.0499 -4.5884 -5.0079 0.0 0.0 0.0
C -0.7016 -4.5546 -6.3529 0.0 0.0 0.0
C -0.2512 -3.3760 -6.9249 0.0 0.0 0.0
C -0.1413 -2.2273 -6.1524 0.0 0.0 0.0
H 2.4188 -0.3989 -3.2112 0.0 0.0 0.0
H 1.9772 -1.7833 -4.2370 0.0 0.0 0.0
H 3.7068 -2.3698 -2.4620 0.0 0.0 0.0
H 2.2552 -3.3714 -2.3942 0.0 0.0 0.0
H 3.2470 -1.7553 1.0127 0.0 0.0 0.0
H 4.3947 -1.6646 -0.3300 0.0 0.0 0.0
H 5.6839 -3.5713 -0.8335 0.0 0.0 0.0
H 6.0644 -6.0045 -0.7293 0.0 0.0 0.0
H 4.3721 -7.4781 0.2979 0.0 0.0 0.0
H 2.2994 -6.5192 1.2339 0.0 0.0 0.0
H 1.9146 -4.0828 1.1439 0.0 0.0 0.0
H 0.0547 -0.1881 -4.5524 0.0 0.0 0.0
H -1.3309 -0.6751 -3.5638 0.0 0.0 0.0
H -1.2401 -3.4704 -3.1943 0.0 0.0 0.1
H -1.4079 -5.5072 -4.5658 0.0 0.0 0.0
H -0.7853 -5.4486 -6.9540 0.0 0.0 0.0
H 0.0162 -3.3475 -7.9715 0.0 0.0 0.0
H 0.2097 -1.3067 -6.6023 0.0 0.0 0.0
N -2.9245 -1.1243 4.2518 0.1 0.1 -0.1
C -2.3754 -2.3312 3.8795 0.0 0.0 0.0
C -1.6859 -2.1004 2.7293 0.0 -0.1 0.1
N -1.8071 -0.7700 2.3947 -0.1 0.1 0.1
C -2.5659 -0.2127 3.3344 0.0 0.1 0.0
C -2.8635 1.1946 3.1851 0.0 -0.1 0.0
N -2.3529 1.7851 2.1168 0.0 0.1 0.1
C -2.8275 3.0705 2.0997 0.0 0.0 0.0
C -3.6290 3.2496 3.1875 0.0 0.0 0.0
N -3.6459 2.0534 3.8631 0.1 0.0 -0.1
H -3.4902 -0.9735 5.0737 0.0 0.0 0.0
H -2.5166 -3.2251 4.4598 0.0 0.0 0.0
H -1.1132 -2.7865 2.1305 0.0 0.0 0.0
H -2.5546 3.7689 1.3286 0.0 0.0 0.0
H -4.1718 4.1092 3.5368 0.0 0.0 0.0
H -4.1609 1.8759 4.7119 0.0 0.0 0.0
F -0.0339 1.3763 -0.5039 0.0 0.6 0.0
Sb 0.1977 2.9778 -1.9251 0.1 -0.2 0.1
F -1.0617 3.7692 -0.7748 -0.1 0.0 0.0
F -1.1916 2.0526 -2.7903 0.1 0.0 0.0
F 0.3246 4.3134 -3.1871 0.0 -0.1 0.0
F 1.3947 1.6901 -2.6047 0.0 0.1 -0.1
F 1.5364 3.5978 -0.7866 -0.1 0.0 -0.1
C -4.2505 2.5852 -3.6531 0.0 0.0 0.0
C -3.9905 2.9500 -2.1913 0.0 0.0 0.0
C -3.9492 1.7538 -1.3058 0.1 0.0 0.1
N -3.0096 1.4243 -0.4813 0.0 -0.1 -0.1
N -3.2779 0.2944 0.2350 0.0 0.0 -0.1
C -4.4133 -0.2794 -0.0650 0.0 0.0 0.0
N -4.8556 -1.4132 0.4975 0.0 0.0 0.0
S -5.2771 0.6180 -1.2646 0.0 0.0 0.0
H -4.2516 3.4885 -4.2587 0.0 0.0 0.0
H -5.2199 2.1036 -3.7845 0.0 0.0 0.0
H -3.4751 1.9215 -4.0315 0.0 0.0 0.0
H -4.7818 3.6101 -1.8235 0.0 0.0 0.0
H -3.0476 3.4761 -2.0719 0.0 0.0 0.0
H -4.2101 -1.9792 1.0253 0.0 0.0 0.0
H -5.6838 -1.8671 0.1486 0.0 0.0 0.0
C 0.7503 0.4825 3.9412 0.0 0.0 0.0
P 0.5957 1.5631 2.4820 0.0 0.1 0.0
C 0.0870 3.1709 3.1353 0.0 0.0 0.0
C 0.2091 4.2860 2.3049 0.0 0.0 0.0
C -0.1713 5.5365 2.7651 0.0 0.0 0.0
C -0.6694 5.6830 4.0536 0.0 0.0 0.0
C -0.7830 4.5781 4.8857 0.0 0.0 0.0
C -0.4096 3.3216 4.4292 0.0 0.0 0.0
C 2.3217 1.8669 1.9851 0.0 0.0 0.0
C 3.1165 2.4740 2.9638 0.0 0.0 0.0
C 4.4518 2.7420 2.7176 0.0 0.0 0.0
C 5.0063 2.4273 1.4850 0.0 0.0 0.0
C 4.2190 1.8469 0.5025 0.0 0.0 0.0
C 2.8854 1.5611 0.7506 -0.1 0.0 0.0
H 1.3584 0.9924 4.6880 0.0 0.0 0.0
H 1.2581 -0.4389 3.6573 0.0 0.0 0.0
H -0.2160 0.2371 4.3783 0.0 0.0 0.0
H 0.6283 4.1854 1.3109 0.0 0.0 0.0
H -0.0592 6.4006 2.1256 0.0 0.0 0.0
H -0.9464 6.6628 4.4172 0.0 0.0 0.0
H -1.1371 4.6994 5.9009 0.0 0.0 0.0
H -0.4783 2.4763 5.1020 0.0 0.0 0.0
H 2.6938 2.7565 3.9204 0.0 0.0 0.0
H 5.0550 3.2082 3.4844 0.0 0.0 0.0
H 6.0456 2.6500 1.2874 0.0 0.0 0.0
H 4.6397 1.6352 -0.4719 0.0 0.0 0.0
H 2.2873 1.1367 -0.0425 0.0 0.0 0.0
```
Forces are in eV/Å.

Entry from the Open Molecules 2025 dataset: a structure of composition C41H44Ge2NO2RhSi in a non-equilibrium geometry (the ωB97M-V functional and the def2-TZVPD basis).

Output
- HOMO level (spin up / spin down) (eV) = -13.538 / -13.904
- lowest unoccupied orbital energy (spin up / spin down) (eV) = -5.44 / -7.21
- spin multiplicity = 5
- total charge = +2
- F_max (eV/Å) = 1.4
- expectation value of S² = 6.03
- orbital gap (spin up / spin down) (Eh) = 0.2975 / 0.2458

XYZ file:
```
92
Properties=species:S:1:pos:R:3:forces:R:3
Rh 0.9901 0.7424 -0.7475 0.5 -0.3 -0.2
O -0.2466 3.0387 1.0294 0.1 0.0 -0.5
C 0.0317 2.1336 1.8234 0.0 -0.1 0.3
O 0.5599 1.0129 1.4581 -0.4 0.2 0.2
C -0.2170 2.3193 3.2936 0.1 -0.1 0.0
C -0.8623 1.0899 3.8643 -0.4 0.7 0.4
Ge 0.2745 -0.6673 2.6284 0.3 -1.1 -0.8
C 1.0057 -1.6695 1.0841 0.0 0.2 0.2
C 2.2028 -1.2539 0.4878 0.2 0.0 0.0
C 2.7417 -1.9514 -0.5926 0.0 0.0 0.0
C 2.1050 -3.0875 -1.0645 0.0 0.0 0.0
C 0.9377 -3.5235 -0.4559 0.0 0.1 0.1
C 0.3832 -2.8125 0.6029 0.0 0.0 0.0
C -1.6127 -1.2120 2.5459 0.3 0.3 0.3
C -2.1686 -1.9748 3.5672 -0.1 0.0 -0.1
C -3.4987 -2.3665 3.4732 0.1 0.0 0.1
C -4.2717 -1.9491 2.4007 0.0 0.0 0.0
C -3.7176 -1.1590 1.4015 0.0 0.0 0.0
C -2.3844 -0.7869 1.4677 0.0 -0.1 0.0
C 1.6449 -0.9099 3.9917 -0.1 0.2 0.1
C 2.3955 -2.0863 3.8836 -0.1 0.2 0.1
C 3.3911 -2.3665 4.8091 -0.1 0.0 -0.1
C 3.6684 -1.4705 5.8274 0.0 0.0 0.0
C 2.9420 -0.2951 5.9343 -0.1 0.1 0.0
C 1.9293 -0.0190 5.0288 0.1 -0.2 0.0
H -0.8546 3.1951 3.4384 0.0 0.0 0.0
H 0.7570 2.5262 3.7473 0.0 0.0 0.0
H -1.9170 0.9832 3.6438 0.1 -0.1 -0.1
H -0.6154 0.8075 4.8786 0.1 -0.1 0.0
H 2.7829 -0.4549 0.9383 0.0 0.0 0.0
H 3.6681 -1.6198 -1.0425 0.0 0.0 0.0
H 2.5236 -3.6391 -1.8940 0.0 0.0 0.0
H 0.4518 -4.4221 -0.8076 0.0 -0.1 0.0
H -0.5442 -3.1548 1.0439 0.0 0.0 0.0
H -1.5792 -2.2797 4.4225 0.0 0.0 0.0
H -3.9325 -2.9823 4.2478 0.0 0.0 0.0
H -5.3120 -2.2350 2.3466 -0.1 0.0 0.0
H -4.3227 -0.8292 0.5677 0.0 0.0 0.0
H -1.9571 -0.1974 0.6672 0.1 0.1 -0.1
H 2.2030 -2.7930 3.0919 0.0 -0.1 -0.1
H 3.9502 -3.2875 4.7277 0.0 0.0 0.0
H 4.4511 -1.6878 6.5406 0.0 0.0 0.0
H 3.1571 0.4059 6.7284 0.0 0.0 0.0
H 1.3813 0.8991 5.1508 -0.1 0.1 0.0
C -1.0848 -3.6020 -4.0250 0.0 0.0 0.0
Si -2.1539 -2.5713 -2.9071 0.1 0.0 0.0
C -3.4820 -1.6766 -3.8486 0.0 0.0 0.0
C -2.8703 -3.5717 -1.5124 0.0 0.0 -0.1
C -1.0188 -1.2872 -2.1598 0.0 0.1 0.0
C -0.2708 -0.4492 -1.6594 -0.2 -0.1 0.1
H -1.7065 -4.2826 -4.6059 0.0 -0.1 0.0
H -0.3743 -4.2009 -3.4582 0.1 0.0 0.0
H -0.5264 -2.9829 -4.7260 0.0 0.0 0.0
H -4.1544 -2.3890 -4.3281 0.0 0.0 0.0
H -3.0629 -1.0401 -4.6275 0.0 0.0 0.0
H -4.0809 -1.0585 -3.1816 0.0 0.0 0.0
H -3.3731 -4.4551 -1.9065 0.0 -0.1 0.0
H -3.6012 -2.9995 -0.9454 -0.1 0.1 0.1
H -2.0973 -3.9054 -0.8243 0.1 -0.1 0.1
Ge -0.6658 3.3110 -0.9798 -0.5 0.7 0.2
C -2.4975 2.7760 -0.9207 0.1 -0.1 0.0
C -3.0628 1.8171 -1.7612 0.0 0.0 0.0
C -4.4328 1.6013 -1.7271 0.1 0.0 0.0
C -5.2335 2.3233 -0.8529 0.0 0.0 0.0
C -4.6739 3.2731 -0.0105 0.0 0.0 0.0
C -3.3090 3.5076 -0.0487 0.0 -0.1 0.0
C 0.5902 2.9915 -2.4179 0.1 -0.2 0.3
C 1.5702 3.9880 -2.5173 0.1 -0.1 -0.1
C 2.4169 4.0215 -3.6125 0.0 0.0 0.1
C 2.2975 3.0616 -4.6106 0.0 0.0 0.0
C 1.3221 2.0792 -4.5265 0.0 -0.1 0.0
C 0.4646 2.0385 -3.4368 -0.1 0.1 -0.1
H -0.4671 4.7767 -0.6089 0.0 0.0 -0.1
H -2.4453 1.2369 -2.4340 0.0 0.0 0.0
H -4.8811 0.8800 -2.3941 0.0 0.0 0.0
H -6.3010 2.1540 -0.8373 0.0 0.0 0.0
H -5.3009 3.8427 0.6603 0.0 0.0 0.0
H -2.8813 4.2688 0.5914 0.0 0.0 0.0
H 1.6618 4.7473 -1.7517 0.0 0.0 0.0
H 3.1545 4.8075 -3.6978 0.0 0.0 0.0
H 2.9523 3.0954 -5.4700 0.0 0.0 0.0
H 1.2126 1.3515 -5.3187 0.0 0.0 0.0
H -0.3074 1.2851 -3.4001 0.0 0.0 0.0
C 6.3455 0.8327 -1.7191 0.0 0.0 0.0
C 5.5251 2.0929 -1.4248 -0.1 0.0 0.0
C 4.1309 1.7744 -1.1240 -0.3 0.1 0.1
N 3.0347 1.5244 -0.8876 0.3 -0.1 -0.1
H 7.3619 1.1233 -1.9700 0.0 0.0 0.0
H 5.9299 0.2828 -2.5611 0.0 0.0 0.0
H 6.3820 0.1787 -0.8502 0.0 0.0 0.0
H 5.5237 2.7772 -2.2754 0.0 0.0 0.0
H 5.9255 2.6398 -0.5688 0.0 0.0 0.0
```
Forces are in eV/Å.

| no. | DFT total energy (eV) |
| --- | --- |
| 1 | -144380.2691 |
| 2 | -172716.0641 |